DFT (ωB97M-V with the def2-TZVPD basis set) results for BrCl2HNP in the gas phase at a distorted geometry.

Computed properties:
- DFT total energy: -3891.13309 hartree
- Maximum force: 4.25 eV/A
- HOMO: -0.3883 Ha
- Energy relative to the best compared isomer or geometry (same formula, charge and spin): 13.55 kcal/mol
- Molar mass: 196.80 g/mol
- Orbital gap: 9.40 eV
- E_LUMO: -0.04299 hartree

XYZ file:
```
6
Properties=species:S:1:pos:R:3:mulliken_charge:R:1
N -0.58823 1.32843 -0.02939 -0.53
P -0.25811 -0.14272 -0.08911 0.73
Cl 2.14289 -0.30465 -0.18011 -0.33
Cl -0.75978 -0.91327 -1.72626 -0.08
Br -0.59588 -1.73530 1.40936 -0.08
H 0.05911 1.76752 0.61551 0.29
```